1.
CH3Cl2N3O | the ωB97M-V functional and the def2-TZVPD basis

Element x y z (Å)
C 0.775 0.119 0.518
N 1.882 0.351 0.956
N -0.462 -0.056 0.756
N -0.236 0.182 -2.408
O -1.065 -0.129 2.065
Cl -1.814 -0.315 -2.050
Cl 0.586 -1.166 -3.002
H 2.735 0.690 0.590
H -1.012 -0.406 0.034
H -1.390 0.729 2.541

Calculated values
Kohn-Sham gap (spin up / spin down): 6.88 / 7.71 eV
LUMO (spin up / spin down): 0.0 / -1.9 eV
relative energy (zero: lowest compared OMol25 entry of this formula, charge and spin): 56.0 kcal per mole
multiplicity: 3
<S²>: 2.011

---

2.
C5H8N2 | the ωB97M-V functional and the def2-TZVPD basis

Element x y z (Å)
C -1.089 -1.592 0.921
C -1.079 -1.261 -0.481
C 1.160 -0.239 -0.188
C 1.157 1.373 -0.108
C -0.378 1.065 -0.049
H -2.057 -1.084 -0.770
H -0.805 -2.024 -1.213
H 0.932 -0.428 0.967
H 1.876 -0.916 -0.611
H 1.376 2.006 -1.000
H 1.661 1.729 0.900
H -0.736 0.983 0.959
H -0.843 1.939 -0.596
N -0.987 -1.443 2.080
N -0.185 -0.107 -0.811

Calculated values
Kohn-Sham gap: 10.76 eV
LUMO: 1.0 eV
relative energy (zero: lowest compared OMol25 entry of this formula, charge and spin): 67.4 kcal per mole

---

3.
C2H3NOS | the ωB97M-V functional and the def2-TZVPD basis

Element x y z (Å)
C 0.704 1.236 1.014
N 0.579 0.096 0.474
O -0.634 -0.084 -0.163
C -0.608 -1.196 -0.987
S -1.855 -1.648 -1.914
H 1.612 1.466 1.623
H -0.153 1.902 1.052
H 0.355 -1.773 -1.100

Calculated values
Kohn-Sham gap: 9.17 eV
LUMO: 0.1 eV
relative energy (zero: lowest compared OMol25 entry of this formula, charge and spin): 59.7 kcal per mole

---

4.
C11H23Cl2Cu2O5S2 | the ωB97M-V functional and the def2-TZVPD basis

Element x y z (Å)
Cu 3.574 -20.740 12.112
Cu 1.880 -21.617 10.467
C 4.366 -21.987 9.634
O 3.556 -21.541 10.708
H 4.746 -22.974 9.898
H 3.875 -22.009 8.660
H 5.239 -21.378 9.398
C 4.094 -25.096 12.995
C 2.685 -24.999 13.710
C 1.676 -25.169 12.578
S 2.207 -23.905 11.326
O 1.727 -22.558 11.634
O 2.064 -24.420 9.996
C 4.061 -24.070 11.865
H 4.175 -26.165 12.799
H 4.927 -24.941 13.680
H 2.723 -24.001 14.147
H 2.543 -25.830 14.401
H 0.632 -25.086 12.877
H 1.821 -26.096 12.023
H 4.269 -23.052 12.194
H 4.565 -24.265 10.918
C 8.288 -20.786 8.751
C 7.251 -21.452 7.922
C 7.761 -22.929 7.915
S 9.588 -22.827 7.757
O 10.108 -23.075 6.407
O 10.141 -23.584 8.910
C 9.647 -20.968 8.046
H 8.233 -21.054 9.807
H 8.141 -19.713 8.626
H 7.280 -20.888 6.990
H 6.235 -21.366 8.309
H 7.283 -23.602 7.203
H 7.614 -23.307 8.926
H 9.676 -20.488 7.067
H 10.534 -20.715 8.626
Cl 4.723 -26.718 8.424
C 4.749 -24.958 8.121
C 3.252 -24.498 8.049
Cl 3.105 -23.428 6.557
H 5.303 -24.701 7.217
H 5.149 -24.522 9.036
H 2.951 -23.900 8.909
H 2.523 -25.305 7.965

Calculated values
Kohn-Sham gap: 7.13 eV
LUMO: -4.9 eV
relative energy (zero: lowest compared OMol25 entry of this formula, charge and spin): 0.0 kcal per mole
total charge: +1

---

5.
C33H39N5O6 | the ωB97M-V functional and the def2-TZVPD basis

Element x y z (Å)
C -2.351 3.183 -2.421
C -2.734 2.885 -0.971
C -1.787 1.895 -0.349
C -0.637 2.335 0.203
O -0.279 3.650 0.189
C 0.228 4.172 1.365
O 0.099 3.613 2.428
N 0.786 5.373 1.175
C 0.976 5.955 -0.139
C 2.300 5.521 -0.764
C 1.372 6.045 2.320
C 0.427 7.095 2.898
N 0.247 1.443 0.785
C 1.598 1.566 0.925
O 2.289 2.497 0.634
O 2.075 0.412 1.479
C 1.056 -0.489 1.628
N 1.157 -1.679 1.983
C 2.428 -2.298 2.247
C 2.202 -3.791 2.517
C 1.499 -4.450 1.377
C 2.060 -5.116 0.329
N 1.088 -5.562 -0.529
C -0.132 -5.194 -0.042
C -1.411 -5.421 -0.538
C -2.474 -4.919 0.184
C -2.272 -4.200 1.366
C -1.009 -3.975 1.864
C 0.085 -4.477 1.160
C -0.252 0.196 1.316
C -1.019 0.459 2.622
C -1.175 -0.515 0.316
C -2.029 0.467 -0.457
C -2.926 -0.092 -1.282
C -2.945 -1.580 -1.419
C -1.501 -2.063 -1.667
C -1.070 -1.586 -3.041
O -1.594 -1.825 -4.098
N 0.043 -0.790 -2.886
C 0.725 -0.155 -3.996
C 1.809 -1.060 -4.568
C 0.478 -0.687 -1.586
O 1.463 -0.079 -1.252
C -0.483 -1.452 -0.701
H -3.040 3.904 -2.855
H -2.372 2.276 -3.021
H -1.345 3.595 -2.460
H -3.753 2.498 -0.924
H -2.695 3.813 -0.398
H 0.145 5.648 -0.776
H 0.942 7.043 -0.028
H 2.374 4.438 -0.751
H 3.141 5.924 -0.205
H 2.361 5.875 -1.789
H 2.311 6.507 2.007
H 1.585 5.286 3.074
H 0.181 7.849 2.154
H 0.895 7.585 3.748
H -0.492 6.621 3.231
H 2.906 -1.827 3.113
H 3.095 -2.162 1.388
H 3.169 -4.268 2.685
H 1.597 -3.894 3.419
H 3.096 -5.315 0.128
H 1.248 -6.106 -1.360
H -1.566 -5.978 -1.451
H -3.481 -5.082 -0.171
H -3.134 -3.826 1.900
H -0.856 -3.415 2.773
H -0.465 1.162 3.242
H -1.149 -0.476 3.158
H -1.990 0.895 2.398
H -1.830 -1.166 0.905
H -3.580 0.488 -1.910
H -3.571 -1.890 -2.255
H -3.319 -2.058 -0.509
H -1.483 -3.156 -1.642
H 1.162 0.773 -3.619
H -0.029 0.066 -4.755
H 1.372 -1.988 -4.928
H 2.548 -1.286 -3.803
H 2.305 -0.561 -5.396
H 0.066 -2.212 -0.139

Calculated values
Kohn-Sham gap: 8.43 eV
LUMO: 0.6 eV

---

6.
C52H138N8O13 | the ωB97M-V functional and the def2-TZVPD basis

Element x y z (Å)
C 9.514 16.735 15.051
C 9.821 17.153 13.586
C 8.714 16.713 12.662
O 9.077 16.808 11.245
C 7.959 16.676 10.423
N 9.896 18.616 13.556
H 10.302 17.138 15.649
H 9.518 15.675 15.255
H 8.584 17.184 15.425
H 10.785 16.612 13.365
H 7.873 17.361 12.785
H 8.386 15.662 12.804
H 8.165 17.135 9.422
H 7.067 17.136 10.880
H 7.681 15.632 10.252
H 10.488 18.915 14.345
H 10.184 18.944 12.644
C 19.514 20.676 17.713
C 20.927 20.358 17.232
C 20.964 19.143 16.311
O 20.187 18.097 16.824
C 20.428 16.935 16.082
N 21.569 21.500 16.617
H 18.830 20.650 16.842
H 19.655 21.635 18.147
H 19.234 19.941 18.442
H 21.566 20.191 18.082
H 22.015 18.701 16.254
H 20.593 19.381 15.291
H 19.992 16.060 16.608
H 21.472 16.636 16.074
H 20.035 16.989 15.078
H 22.572 21.338 16.480
H 21.106 21.695 15.750
C 16.254 15.037 22.176
C 15.642 15.121 20.772
C 16.740 15.515 19.784
O 17.281 16.795 20.088
C 18.504 16.988 19.406
N 14.959 13.870 20.374
H 16.865 14.164 22.373
H 15.419 15.082 22.927
H 16.785 15.953 22.345
H 14.892 15.872 20.825
H 16.315 15.487 18.765
H 17.498 14.748 19.768
H 18.479 16.920 18.293
H 19.225 16.232 19.776
H 18.850 17.974 19.663
H 14.490 13.992 19.477
H 15.598 13.075 20.208
C 16.104 15.060 13.664
C 16.639 13.971 14.535
C 18.063 13.586 14.055
O 18.022 13.015 12.753
C 19.328 12.904 12.174
N 16.602 14.444 15.904
H 16.139 14.628 12.666
H 16.836 15.877 13.776
H 15.107 15.316 14.004
H 16.057 13.054 14.613
H 18.564 12.858 14.740
H 18.800 14.403 14.104
H 20.050 12.339 12.803
H 19.682 13.936 12.055
H 19.182 12.399 11.249
H 16.994 13.809 16.604
H 16.961 15.359 16.064
C 12.819 16.231 11.271
C 13.196 17.596 10.818
C 14.144 17.550 9.631
O 15.367 16.913 9.914
C 16.290 16.984 8.816
N 12.071 18.335 10.391
H 12.236 15.754 10.489
H 12.231 16.207 12.139
H 13.759 15.692 11.393
H 13.696 18.210 11.593
H 14.234 18.599 9.279
H 13.621 17.020 8.800
H 17.244 16.602 9.190
H 16.371 18.033 8.498
H 15.929 16.377 7.985
H 11.201 17.936 10.736
H 12.198 19.317 10.532
C 11.340 14.124 17.582
C 12.625 14.972 17.692
C 12.616 15.745 18.998
O 11.867 16.913 18.768
C 11.667 17.718 19.904
N 13.859 14.111 17.604
H 11.493 13.322 18.303
H 11.029 13.765 16.602
H 10.520 14.730 17.996
H 12.604 15.781 16.951
H 13.681 15.954 19.243
H 12.225 15.100 19.843
H 12.588 18.152 20.292
H 11.193 17.183 20.733
H 10.954 18.499 19.695
H 13.559 13.169 17.410
H 14.571 14.390 16.950
C 10.259 9.418 13.522
C 10.704 10.487 14.445
C 10.970 11.746 13.670
O 11.470 12.669 14.622
C 11.956 13.843 14.029
N 9.750 10.612 15.568
H 10.058 8.439 14.000
H 10.964 9.243 12.729
H 9.280 9.732 13.097
H 11.679 10.147 14.856
H 10.027 12.035 13.203
H 11.718 11.546 12.871
H 12.815 13.646 13.332
H 12.269 14.538 14.805
H 11.163 14.334 13.392
H 8.783 10.657 15.248
H 10.012 11.363 16.222
C 13.811 18.785 14.184
C 13.509 18.033 15.456
C 14.687 17.964 16.425
O 14.979 19.240 17.034
C 15.985 19.225 17.966
N 12.399 18.711 16.100
H 14.686 18.353 13.670
H 14.173 19.793 14.395
H 13.036 18.865 13.402
H 13.237 16.958 15.311
H 15.564 17.524 15.912
H 14.468 17.237 17.230
H 16.939 18.933 17.485
H 15.779 18.513 18.787
H 16.132 20.190 18.429
H 12.064 18.281 16.959
H 12.709 19.652 16.388
C 16.473 23.149 17.790
C 16.426 22.658 16.362
O 15.690 23.570 15.549
C 15.712 23.289 14.137
C 14.728 24.273 13.449
H 17.081 22.408 18.382
H 17.103 24.041 17.866
H 15.439 23.238 18.124
H 17.395 22.545 15.895
H 15.929 21.688 16.315
H 16.752 23.399 13.803
H 15.419 22.231 13.959
H 14.537 23.984 12.392
H 15.092 25.294 13.482
H 13.794 24.279 14.001
C 12.361 22.282 17.019
C 13.050 21.635 18.238
O 12.926 22.489 19.373
C 13.491 21.847 20.481
C 13.190 22.630 21.718
H 12.424 21.605 16.208
H 11.310 22.506 17.249
H 12.830 23.233 16.896
H 12.638 20.597 18.378
H 14.136 21.540 18.014
H 13.072 20.848 20.630
H 14.564 21.678 20.267
H 13.758 22.228 22.561
H 12.148 22.518 21.959
H 13.415 23.686 21.555
C 12.349 21.554 12.745
C 11.566 22.695 12.208
O 12.213 23.346 11.133
C 11.547 24.606 10.830
C 11.921 24.957 9.407
H 13.237 21.893 13.283
H 11.630 21.033 13.418
H 12.613 20.853 11.903
H 10.533 22.418 11.890
H 11.448 23.403 13.045
H 10.484 24.503 10.873
H 11.918 25.382 11.537
H 11.626 24.179 8.708
H 13.017 25.068 9.384
H 11.347 25.875 9.128
C 16.195 21.624 10.691
C 16.970 20.453 11.214
O 16.997 20.481 12.619
C 17.454 19.234 13.150
C 17.541 19.382 14.657
H 15.170 21.505 11.099
H 16.515 22.595 10.984
H 16.100 21.646 9.622
H 16.482 19.495 10.984
H 17.996 20.349 10.782
H 16.732 18.428 12.849
H 18.498 18.995 12.824
H 18.370 20.023 14.927
H 17.774 18.427 15.080
H 16.644 19.842 15.086
C 11.239 19.359 23.238
C 12.435 18.436 23.430
O 13.557 19.023 22.775
C 14.804 18.370 22.956
C 15.847 19.118 22.157
H 10.945 19.412 22.192
H 10.432 19.053 23.908
H 11.521 20.389 23.599
H 12.704 18.278 24.503
H 12.216 17.473 22.999
H 15.077 18.299 24.044
H 14.653 17.344 22.646
H 15.480 19.166 21.116
H 16.725 18.491 22.035
H 16.117 20.104 22.544

Calculated values
Kohn-Sham gap: 9.15 eV
LUMO: 0.4 eV
relative energy (zero: lowest compared OMol25 entry of this formula, charge and spin): 22.1 kcal per mole